Record 1
14
Properties=species:S:1:pos:R:3 method="wB97M-V/def2-TZVPD" charge=0 multiplicity=1 e_tot_ha=-270.37868 homo_lumo_gap_ev="7.58 / 7.66" homo_energy_ha="-0.3074 / -0.3125"
O -0.62 1.54 -1.21
C 0.33 -1.54 0.62
C -0.04 -2.74 1.10
C 0.00 0.30 -0.96
C -0.32 2.49 -0.21
C -0.55 -0.49 0.15
H -0.87 3.40 -0.44
H 0.76 2.72 -0.19
H -0.25 -0.34 -1.83
H 1.41 -1.37 0.60
H 1.10 0.43 -0.98
H -0.62 2.13 0.78
H 0.72 -3.42 1.48
H -1.06 -3.11 1.09

***

Record 2
14
Properties=species:S:1:pos:R:3 method="wB97M-V/def2-TZVPD" charge=0 multiplicity=1 e_tot_ha=-270.45748 homo_lumo_gap_ev=9.70 homo_energy_ha=-0.3159
O 1.67 0.60 0.06
C -0.57 -1.54 0.42
C 0.79 0.24 -0.96
C 0.53 1.26 0.82
C -0.47 1.01 -0.28
C -0.47 -0.44 -0.60
H 0.43 0.71 1.76
H 1.22 0.13 -1.97
H -1.03 -0.62 -1.51
H -1.05 1.80 -0.75
H -1.58 -1.55 0.85
H -0.38 -2.50 -0.06
H 0.74 2.31 0.99
H 0.16 -1.41 1.23

***

Record 3
14
Properties=species:S:1:pos:R:3 method="wB97M-V/def2-TZVPD" charge=0 multiplicity=1 e_tot_ha=-270.47539 homo_lumo_gap_ev=10.02 homo_energy_ha=-0.3343
O 2.39 -2.18 -0.31
C -1.95 1.25 -0.07
C 2.25 -0.83 -0.64
C -1.10 -0.01 0.05
C 1.36 -0.11 -0.02
C 0.28 0.28 0.61
H -1.57 -0.73 0.73
H -1.00 -0.52 -0.92
H -2.02 1.77 0.89
H -1.50 1.95 -0.79
H 2.98 -0.49 -1.37
H -2.97 1.04 -0.40
H 0.32 0.76 1.59
H 2.52 -2.19 0.66

***

Record 4
14
Properties=species:S:1:pos:R:3 method="wB97M-V/def2-TZVPD" charge=0 multiplicity=1 e_tot_ha=-270.32663 homo_lumo_gap_ev="8.63 / 8.24" homo_energy_ha="-0.3205 / -0.3132"
O -2.19 -1.07 0.60
C -1.80 -0.10 -0.33
C 0.66 0.78 0.27
C 1.71 -0.31 0.69
C 2.57 -0.99 0.04
C -0.83 0.90 0.19
H -2.56 -0.62 1.44
H 0.88 1.67 0.80
H 3.32 -1.72 0.47
H -2.78 0.51 -0.56
H -1.20 1.48 1.09
H 0.97 0.93 -0.69
H -1.55 -0.77 -1.17
H 2.73 -1.02 -1.04

***

Record 5
14
Properties=species:S:1:pos:R:3 method="wB97M-V/def2-TZVPD" charge=0 multiplicity=1 e_tot_ha=-270.31804 homo_lumo_gap_ev=8.51 homo_energy_ha=-0.2866
O 2.80 -0.90 -0.05
C 1.01 0.68 -0.21
C -1.37 -1.02 -0.12
C 1.74 -0.49 0.36
C 0.06 1.39 0.70
C -0.47 0.63 -0.42
H -0.71 -1.63 -0.73
H -1.05 0.10 0.54
H 1.24 -0.95 1.24
H 1.55 1.15 -1.03
H -0.05 2.47 0.73
H -1.01 0.92 -1.32
H -1.45 -1.48 0.87
H -2.36 -0.90 -0.56

***

Record 6
14
Properties=species:S:1:pos:R:3 method="wB97M-V/def2-TZVPD" charge=0 multiplicity=1 e_tot_ha=-270.46592 homo_lumo_gap_ev=10.01 homo_energy_ha=-0.3282
O -0.11 1.79 -0.11
C -1.04 0.87 0.47
C 1.96 0.85 -0.22
C -0.46 -1.67 0.01
C -0.53 -0.24 -0.48
C 0.68 0.67 -0.48
H 2.86 0.24 -0.28
H -1.47 -2.02 0.22
H -0.75 0.66 1.51
H -1.07 -0.14 -1.43
H 1.87 1.85 0.20
H -2.06 1.22 0.40
H -0.01 -2.33 -0.74
H 0.13 -1.73 0.93

***

Record 7
14
Properties=species:S:1:pos:R:3 method="wB97M-V/def2-TZVPD" charge=0 multiplicity=1 e_tot_ha=-270.43569 homo_lumo_gap_ev=10.26 homo_energy_ha=-0.3463
O 1.35 -2.03 0.33
C 0.77 -0.76 -1.85
C -1.32 1.84 0.24
C 0.08 0.11 -1.15
C -0.45 0.67 -0.10
C 0.88 -1.51 1.32
H 1.83 -0.63 -2.04
H -0.11 -1.80 1.70
H -0.77 2.51 0.91
H 0.32 -1.68 -2.22
H -1.66 2.42 -0.62
H -2.19 1.49 0.79
H 1.43 -0.73 1.89
H -0.17 0.11 0.80

***

Record 8
14
Properties=species:S:1:pos:R:3 method="wB97M-V/def2-TZVPD" charge=0 multiplicity=1 e_tot_ha=-270.46939 homo_lumo_gap_ev=10.34 homo_energy_ha=-0.3394
O 1.47 -0.45 -0.80
C -0.48 -0.52 1.61
C 0.10 -0.73 -1.04
C -0.78 -0.43 0.13
C -0.34 0.69 -0.77
C 1.16 0.95 -0.65
H -1.80 -0.73 -0.11
H -0.48 -1.55 1.98
H -0.15 -1.41 -1.85
H 1.57 1.37 0.28
H 0.49 -0.07 1.87
H 1.53 1.52 -1.51
H -1.03 1.33 -1.31
H -1.25 0.03 2.16

***

Record 9
14
Properties=species:S:1:pos:R:3 method="wB97M-V/def2-TZVPD" charge=0 multiplicity=1 e_tot_ha=-270.39702 homo_lumo_gap_ev=8.90 homo_energy_ha=-0.3119
O -2.04 1.19 0.25
C 0.46 -0.37 -0.42
C 0.04 1.09 -0.52
C -1.33 1.36 -0.80
C 1.37 -0.81 0.69
C -0.04 -1.31 0.64
H -0.21 -2.34 0.36
H 1.62 -0.06 1.44
H 0.77 1.68 -1.08
H 2.17 -1.50 0.45
H -0.90 1.12 0.70
H 0.65 -0.85 -1.38
H -1.82 1.72 -1.71
H -0.74 -0.94 1.39

***

Record 10
14
Properties=species:S:1:pos:R:3 method="wB97M-V/def2-TZVPD" charge=0 multiplicity=1 e_tot_ha=-270.49179 homo_lumo_gap_ev=10.76 homo_energy_ha=-0.3582
O 2.63 -1.00 0.16
C 0.83 0.52 -0.20
C -1.27 -1.03 -0.42
C -0.65 0.37 -0.42
C -0.09 1.35 0.64
C 1.55 -0.57 0.51
H -0.05 2.43 0.44
H 1.06 -0.95 1.43
H -2.37 -1.05 -0.30
H -0.24 1.11 1.69
H -1.08 0.89 -1.28
H 1.41 0.99 -0.98
H -0.84 -1.84 0.19
H -0.90 -1.20 -1.45

***

Record 11
14
Properties=species:S:1:pos:R:3 method="wB97M-V/def2-TZVPD" charge=0 multiplicity=1 e_tot_ha=-270.44223 homo_lumo_gap_ev=9.38 homo_energy_ha=-0.3087
O -1.29 1.44 0.35
C 1.28 0.31 0.02
C 0.48 -0.18 -1.21
C -0.59 -0.82 -0.37
C -1.09 0.10 0.68
C 0.29 -0.34 0.98
H 0.54 -0.75 1.97
H -2.00 1.48 -0.31
H 1.03 -0.88 -1.84
H 0.05 0.60 -1.84
H 2.27 -0.15 0.06
H 1.37 1.39 0.13
H -0.48 -1.87 0.05
H -1.85 -0.32 1.34

***

Record 12
14
Properties=species:S:1:pos:R:3 method="wB97M-V/def2-TZVPD" charge=0 multiplicity=1 e_tot_ha=-270.44286 homo_lumo_gap_ev=9.99 homo_energy_ha=-0.3337
O -3.21 -0.22 -0.36
C 1.38 -1.45 0.41
C 0.61 0.38 0.21
C 1.89 -0.26 0.71
C 0.20 -0.94 -0.31
C 0.29 1.65 0.22
H 1.65 -2.49 0.52
H -2.63 0.27 -1.01
H 0.32 -1.08 -1.37
H 2.68 0.11 1.35
H -2.59 -0.60 0.31
H -0.75 -1.44 -0.01
H 0.67 2.41 0.94
H -0.57 1.87 -0.37

***

Copy entry 12 word for word.
14
Properties=species:S:1:pos:R:3 method="wB97M-V/def2-TZVPD" charge=0 multiplicity=1 e_tot_ha=-270.44286 homo_lumo_gap_ev=9.99 homo_energy_ha=-0.3337
O -3.21 -0.22 -0.36
C 1.38 -1.45 0.41
C 0.61 0.38 0.21
C 1.89 -0.26 0.71
C 0.20 -0.94 -0.31
C 0.29 1.65 0.22
H 1.65 -2.49 0.52
H -2.63 0.27 -1.01
H 0.32 -1.08 -1.37
H 2.68 0.11 1.35
H -2.59 -0.60 0.31
H -0.75 -1.44 -0.01
H 0.67 2.41 0.94
H -0.57 1.87 -0.37